This record from the OMol25 dataset describes a molecular structure, C35H67CuN6OPSi2. The level of theory is the ωB97M-V functional and the def2-TZVPD basis.

Element x y z (Å)
Cu -0.11414 -0.26653 0.02922
C 3.65970 -2.65510 -1.97223
Si 2.67679 -1.06186 -1.55469
C 3.96962 0.30868 -1.77713
C 1.41164 -0.82329 -2.93111
N 1.86300 -1.07740 -0.08660
C 2.36601 -1.19173 1.17902
C 3.72202 -1.40146 1.47155
C 4.22046 -1.53084 2.77290
C 3.34741 -1.44465 3.83764
C 1.98439 -1.24406 3.58754
C 1.43976 -1.13101 2.30089
N 0.09812 -0.97833 2.04023
Si -1.15562 -0.97385 3.16448
C -1.13684 0.39224 4.48156
C -2.81191 -0.82068 2.26833
C -1.31370 -2.56194 4.23249
H 4.17306 -2.53523 -2.93244
H 3.02890 -3.54483 -2.05367
H 4.41971 -2.86068 -1.21236
H 4.59032 0.12169 -2.66035
H 4.62423 0.38996 -0.90630
H 3.47826 1.27488 -1.91026
H 1.88204 -0.55616 -3.88404
H 0.74528 -0.01004 -2.61952
H 0.79460 -1.71427 -3.08874
H 4.42198 -1.44879 0.64192
H 5.28384 -1.67852 2.93146
H 3.70308 -1.51681 4.86027
H 1.31401 -1.15367 4.43688
H -0.92939 1.37282 4.04809
H -0.37738 0.19858 5.24424
H -2.10918 0.44145 4.98377
H -2.73541 -0.09423 1.45471
H -3.60835 -0.50745 2.95110
H -3.11756 -1.76439 1.81312
H -0.40247 -2.75570 4.80184
H -1.53000 -3.46091 3.64383
H -2.13538 -2.44052 4.94742
O -1.93312 -1.77776 -1.33873
N -2.49614 -1.25109 -2.36632
C -3.16877 -2.04295 -3.23950
C -3.79671 -1.52386 -4.34804
C -3.74735 -0.15794 -4.58320
C -3.05104 0.62879 -3.68078
C -2.42290 0.08604 -2.57444
H -3.16761 -3.08762 -2.96856
H -4.31915 -2.19753 -5.01386
H -4.23268 0.27576 -5.44703
H -2.96754 1.69852 -3.81918
H -1.79596 0.65680 -1.84459
C -2.55002 2.71072 1.34817
C -1.96966 3.75265 0.37368
C -1.84413 5.10136 1.08737
C -3.01605 3.88902 -0.74146
P -0.39203 2.97029 -0.39933
N -0.62430 1.50186 -0.75317
C 1.04409 3.26175 0.82253
C 2.22264 2.37090 0.39409
C 1.55174 4.69613 1.00655
C 0.59746 2.71022 2.18498
C -0.00182 4.00368 -1.95964
C 1.44010 3.69235 -2.38892
C -0.15535 5.52431 -1.86510
C -0.87952 3.47007 -3.09875
H -3.62736 2.87778 1.46115
H -2.10845 2.76692 2.33999
H -2.38303 1.70561 0.95454
H -2.84136 5.42813 1.40812
H -1.43210 5.88560 0.45015
H -1.22802 5.03106 1.98275
H -3.98084 4.14159 -0.28811
H -3.13241 2.94285 -1.27445
H -2.77961 4.67261 -1.46058
H 2.82134 2.81374 -0.39994
H 1.87693 1.38503 0.07381
H 2.88252 2.22235 1.25530
H 2.02281 5.08644 0.10368
H 2.31906 4.69258 1.78933
H 0.77462 5.39686 1.31465
H 0.20367 1.69554 2.07616
H -0.14142 3.34131 2.67696
H 1.46976 2.65484 2.84387
H 2.18171 4.16437 -1.74720
H 1.59522 4.07404 -3.40428
H 1.61618 2.61532 -2.39508
H 0.43854 5.95236 -1.05593
H -1.19047 5.83516 -1.72421
H 0.19322 5.97689 -2.80161
H -0.77987 2.38503 -3.14970
H -0.53621 3.90498 -4.04487
H -1.93416 3.72092 -2.98280
C 0.00060 -5.59341 -1.25454
C 0.07463 -4.04194 -1.30139
N -0.03800 -3.52283 0.03543
C -1.27251 -3.93083 0.65124
C -1.24873 -5.46599 0.87786
N -0.00421 -5.98412 0.20164
C 1.22304 -5.43235 0.88946
C 1.10069 -3.88781 0.84630
H 0.85930 -6.08793 -1.70961
H -0.91640 -5.99849 -1.68431
H -0.73348 -3.62871 -1.90508
H 1.02301 -3.71339 -1.71861
H -2.09961 -3.63011 0.00870
H -1.36354 -3.41186 1.60021
H -2.09337 -5.99392 0.43342
H -1.16435 -5.74249 1.92932
H 0.00830 -6.99605 0.26862
H 2.08272 -5.81501 0.33833
H 1.23117 -5.84195 1.89958
H 1.99765 -3.43678 0.42585
H 0.96775 -3.47176 1.84409

Results
Kohn-Sham gap = 3.33 eV
total charge = -1
E_LUMO = 1.2639 eV
HOMO energy = -0.0760 Eh